(1)
57
Properties=species:S:1:pos:R:3 method="wB97M-V/def2-TZVPD" s2=8.763 spin_multiplicity=6 e_homo_ha="-0.2850 / -0.2862" de_lowest_kj_mol=52.3
O -0.200 0.358 -0.079
C 0.838 0.058 -1.140
C 0.106 0.941 -2.139
H 0.807 -1.008 -1.399
H 1.839 0.419 -0.845
C -0.922 1.202 -1.053
H -0.365 0.379 -2.933
H 0.668 1.805 -2.506
C -2.286 0.616 -1.388
H -2.203 -0.445 -1.661
H -2.710 1.176 -2.235
H -2.974 0.705 -0.541
C -0.945 2.663 -0.666
H 0.083 3.016 -0.504
H -1.542 2.827 0.238
H -1.398 3.218 -1.503
Sm -0.033 -0.017 2.265
C 0.764 1.865 4.054
C 1.852 0.948 3.964
C 2.425 1.075 2.659
H 2.229 0.328 4.773
C 1.674 2.057 1.938
C 0.640 2.542 2.800
H -0.056 3.347 2.565
H 0.180 2.058 4.951
H 3.313 0.557 2.298
H 1.904 2.431 0.943
C -1.789 -0.080 4.240
C -2.109 1.110 3.525
C -2.590 0.747 2.237
H -2.055 2.132 3.909
C -2.593 -0.685 2.161
C -2.105 -1.189 3.403
H -2.036 -2.242 3.683
H -1.428 -0.139 5.271
H -2.982 1.432 1.484
H -2.949 -1.280 1.317
O 0.371 -0.798 -4.095
C -0.127 0.065 -5.171
C 0.297 -0.503 -6.526
H 0.263 1.087 -5.030
H -1.223 0.116 -5.065
C 1.269 -1.655 -6.183
H 0.768 0.275 -7.133
H -0.586 -0.866 -7.053
C 1.156 -1.859 -4.662
H 2.297 -1.379 -6.423
H 1.013 -2.571 -6.718
H 2.145 -1.836 -4.182
H 0.666 -2.811 -4.416
C 1.610 -3.343 4.703
C 1.409 -2.966 3.268
O 1.811 -3.698 2.370
O 0.786 -1.812 3.074
H 2.686 -3.461 4.886
H 1.132 -4.313 4.886
H 1.203 -2.599 5.386

=====

(2)
64
Properties=species:S:1:pos:R:3 method="wB97M-V/def2-TZVPD" spin_multiplicity=1 total_charge=+2 e_homo_ha=-0.4724 de_lowest_kj_mol=0.0
Al -0.294 -0.153 0.209
C 3.587 -0.927 -3.136
C 4.154 -0.721 -1.885
C 3.425 -0.130 -0.859
C 2.116 0.259 -1.097
C 1.538 0.056 -2.348
C 2.275 -0.535 -3.366
N 1.291 0.874 -0.060
N 1.981 0.871 1.242
C 1.185 0.520 2.232
C 1.667 0.602 3.580
C 0.851 0.269 4.605
C -0.485 -0.176 4.363
C -0.908 -0.267 3.088
N -0.103 0.069 2.019
H 4.168 -1.371 -3.933
H 5.183 -1.004 -1.706
H 3.865 0.049 0.111
H 0.519 0.377 -2.542
H 1.826 -0.672 -4.342
H 2.679 0.951 3.731
H 1.211 0.344 5.623
H -1.142 -0.437 5.178
H -1.899 -0.608 2.824
C 0.069 3.354 1.057
Si 1.156 2.745 -0.320
C 2.879 3.399 -0.310
C 0.331 3.032 -1.962
H -0.107 4.423 0.909
H 0.525 3.230 2.038
H -0.909 2.867 1.059
H 2.843 4.474 -0.505
H 3.477 2.945 -1.103
H 3.380 3.237 0.643
H 0.130 4.105 -2.039
H -0.629 2.521 -2.061
H 0.965 2.764 -2.806
C 2.181 -3.119 0.760
N 1.669 -3.247 -0.606
C 2.390 -4.172 -1.486
C 0.637 -2.599 -1.035
O -0.066 -1.820 -0.303
H 3.230 -2.836 0.709
H 2.086 -4.080 1.263
H 1.623 -2.364 1.305
H 2.298 -5.183 -1.094
H 3.439 -3.884 -1.514
H 1.978 -4.126 -2.490
H 0.338 -2.768 -2.067
C -6.645 0.348 -0.495
N -5.219 0.126 -0.289
C -4.145 0.888 -0.902
C -2.962 0.192 -0.292
O -1.754 0.540 -0.552
N -3.300 -0.773 0.517
C -4.675 -0.790 0.500
N -5.356 -1.660 1.219
H -6.771 1.129 -1.239
H -7.123 0.674 0.430
H -7.123 -0.557 -0.868
H -4.170 1.945 -0.624
H -4.146 0.808 -1.991
H -4.853 -2.329 1.780
H -6.362 -1.681 1.229

=====

(3)
58
Properties=species:S:1:pos:R:3 method="wB97M-V/def2-TZVPD" spin_multiplicity=1 total_charge=-1 e_homo_ha="0.0026 / 0.0026"
Hf 0.599 -0.642 -0.725
C 1.015 -2.351 0.778
C -0.418 -2.272 0.743
C -0.857 -2.721 -0.546
H -1.074 -2.055 1.581
C 0.295 -3.091 -1.301
C 1.457 -2.837 -0.505
H 2.466 -3.128 -0.788
H 1.631 -2.192 1.660
H -1.895 -2.829 -0.857
H 0.295 -3.628 -2.247
C 2.135 0.840 0.235
C 2.830 -0.353 -0.177
C 2.780 -0.431 -1.612
H 3.400 -0.998 0.486
C 2.160 0.774 -2.087
C 1.726 1.532 -0.964
H 1.201 2.488 -0.991
H 2.164 1.265 1.234
H 3.264 -1.176 -2.244
H 2.162 1.110 -3.122
O -0.402 -0.329 -2.567
C -0.482 -0.555 -3.977
C -2.019 -0.457 -4.049
C 0.097 -1.872 -4.416
C 0.157 0.576 -4.759
C -1.928 0.045 -2.632
H -2.516 -1.423 -4.181
H -2.326 0.268 -4.794
H -1.957 1.133 -2.507
H -2.462 -0.527 -1.869
H -0.222 -2.046 -5.454
H -0.254 -2.693 -3.782
H 1.191 -1.818 -4.415
H -0.265 0.552 -5.771
H 1.234 0.419 -4.870
H -0.046 1.545 -4.292
C 0.158 0.419 4.897
C -0.651 0.580 3.629
C -2.056 0.050 3.913
O -0.044 -0.223 2.619
B -0.206 0.457 1.397
O -0.747 1.737 1.575
C -0.664 2.005 2.976
C -1.830 2.888 3.355
C 0.618 2.781 3.282
H 0.133 -0.632 5.212
H -0.280 1.022 5.702
H 1.205 0.711 4.763
H -1.998 -1.008 4.202
H -2.492 0.596 4.762
H -2.730 0.141 3.051
H -1.784 3.125 4.424
H -1.773 3.830 2.796
H -2.793 2.413 3.138
H 1.532 2.204 3.085
H 0.645 3.693 2.670
H 0.622 3.090 4.335

=====

(4)
76
Properties=species:S:1:pos:R:3 method="wB97M-V/def2-TZVPD" spin_multiplicity=1 total_charge=+1 e_homo_ha=-0.3968
C 3.493 -2.333 -0.527
P 2.348 -1.422 0.690
O 3.142 -1.503 2.220
P 2.274 0.655 -0.058
C 0.619 1.509 0.253
C 0.341 2.718 -0.818
C -0.468 3.904 -0.078
F 0.425 4.926 0.457
C 2.538 0.580 -1.926
C 1.249 0.124 -2.767
C 0.387 -1.046 -2.097
N -0.960 -1.163 -2.779
C -1.859 -1.747 -1.742
C -2.727 -0.683 -0.929
C -3.126 0.736 -1.405
C -4.017 1.720 -0.575
C -4.565 1.284 0.804
C -4.160 -0.133 1.342
C -3.262 -1.102 0.495
O -2.934 -2.392 1.049
C 3.666 1.592 0.835
C 3.141 2.081 2.265
O 2.904 1.325 3.240
O 2.910 3.491 2.498
H 3.000 -2.331 -1.574
H 3.622 -3.420 -0.199
H 4.502 -1.783 -0.608
H 3.655 -2.348 2.235
H -0.293 0.824 0.179
H 0.548 2.020 1.289
H 1.320 3.145 -1.228
H -0.361 2.317 -1.634
H -1.104 3.438 0.768
H -1.207 4.447 -0.768
H 3.432 -0.057 -2.242
H 2.785 1.662 -2.262
H 1.649 -0.302 -3.767
H 0.555 0.989 -3.075
H 0.155 -0.905 -0.985
H 0.926 -2.059 -2.193
H -1.273 -0.239 -3.104
H -2.612 -2.420 -2.310
H -1.310 -2.470 -1.025
H -2.742 1.090 -2.434
H -4.264 2.741 -1.017
H -5.243 1.902 1.474
H -4.528 -0.483 2.377
H -2.222 -2.279 1.728
H 4.566 0.872 0.920
H 4.007 2.477 0.197
H 3.708 3.749 3.032
C -2.352 7.929 -0.171
Br -3.464 6.405 0.283
Br -1.573 7.749 -1.939
Br -3.308 9.604 0.029
H -1.527 7.945 0.540
C 6.836 -4.309 1.328
Br 7.909 -4.727 -0.231
Br 6.415 -2.417 1.427
Br 5.238 -5.405 1.423
H 7.439 -4.547 2.204
C -1.888 -1.355 -6.500
Br -1.623 0.505 -6.011
Br -0.209 -2.324 -6.586
Br -3.167 -2.231 -5.335
H -2.312 -1.363 -7.503
C -5.723 -3.500 4.210
Br -5.281 -1.666 3.749
Br -4.885 -4.047 5.872
Br -7.639 -3.795 4.236
H -5.314 -4.133 3.423
C 0.761 -3.511 4.347
Br -1.083 -4.110 4.221
Br 1.922 -4.895 5.055
Br 1.419 -2.814 2.653
H 0.779 -2.686 5.058